ORCA calculation (wB97M-V/def2-TZVPD) on a 6-piece molecular cluster, C24H27Cl6N3O6 overall at a distorted geometry.

Element x y z (Å)
O -3.369 5.240 -0.806
N -3.207 4.039 -0.795
O -2.806 3.400 0.161
C -3.515 3.305 -2.023
C -3.579 1.939 -1.978
C -3.736 1.225 -3.158
C -3.795 1.900 -4.367
C -3.662 3.270 -4.390
C -3.567 3.998 -3.217
H -3.489 1.450 -1.018
H -3.771 0.146 -3.107
H -3.816 1.327 -5.285
H -3.711 3.787 -5.341
H -3.393 5.063 -3.205
O 1.911 -2.256 -0.449
N 2.560 -2.417 -1.467
O 2.513 -1.681 -2.432
C 3.442 -3.591 -1.530
C 4.397 -3.658 -2.525
C 5.209 -4.777 -2.589
C 5.057 -5.819 -1.681
C 4.130 -5.688 -0.658
C 3.287 -4.590 -0.600
H 4.582 -2.810 -3.167
H 5.861 -4.906 -3.445
H 5.693 -6.691 -1.739
H 4.028 -6.432 0.123
H 2.557 -4.483 0.186
O -1.082 5.936 7.823
N 0.028 6.342 7.536
O 0.531 7.362 7.960
C 0.796 5.559 6.562
C 0.140 4.989 5.480
C 0.843 4.190 4.591
C 2.199 3.984 4.789
C 2.847 4.558 5.880
C 2.146 5.359 6.770
H -0.923 5.132 5.334
H 0.345 3.728 3.752
H 2.819 3.416 4.106
H 3.906 4.388 6.018
H 2.626 5.777 7.647
Cl -0.370 -3.973 -4.423
C -1.858 -3.653 -3.508
C -2.456 -2.297 -3.784
Cl -2.717 -2.010 -5.526
H -1.582 -3.731 -2.458
H -2.569 -4.438 -3.754
H -1.795 -1.507 -3.440
H -3.424 -2.233 -3.293
Cl 1.198 2.279 1.502
C -0.150 1.288 0.904
C 0.347 0.280 -0.121
Cl -1.066 -0.340 -1.039
H -0.862 1.960 0.424
H -0.691 0.839 1.733
H 0.741 -0.609 0.364
H 1.077 0.736 -0.779
Cl -0.099 -5.688 -0.936
C -1.100 -4.897 0.324
C -0.589 -3.508 0.546
Cl -1.586 -2.710 1.814
H -1.037 -5.508 1.222
H -2.133 -4.923 -0.013
H -0.767 -2.879 -0.321
H 0.460 -3.487 0.817

## Properties
- SMILES = O=[N+]([O-])c1ccccc1.O=[N+]([O-])c1ccccc1.O=[N+]([O-])c1ccccc1.ClCCCl.ClCCCl.ClCCCl
- LUMO (eV) = -0.83
- gap between HOMO and LUMO (eV) = 9.014
- charge = 0
- HOMO level (eV) = -9.84

ORCA calculation (wB97M-V/def2-TZVPD) on one molecule with the formula C6H8Cl2 at a distorted geometry.

Element x y z (Å)
C -1.495 -0.794 0.570
C -0.397 -0.003 -0.305
C -0.711 0.795 -1.613
C 0.178 1.818 -1.508
Cl 0.825 3.121 -2.360
C 0.434 1.259 0.070
C 1.839 1.026 0.286
Cl -0.383 2.280 1.197
H -1.709 -0.053 1.370
H -1.004 -1.707 0.892
H -2.331 -0.965 -0.011
H 0.365 -0.674 -0.792
H -1.455 0.604 -2.494
H 2.221 0.446 -0.604
H 1.926 0.366 1.197
H 2.431 1.965 0.284

## Properties
- SMILES = C[C@H]1C=C(Cl)[C@@]1(C)Cl
- LUMO (eV) = 0.82
- gap between HOMO and LUMO (eV) = 9.951
- charge = 0
- HOMO level (eV) = -9.13

ORCA calculation (wB97M-V/def2-TZVPD) on one molecule with the formula C7H13N.

Element x y z (Å)
C -0.868 -1.587 -2.995
C -0.677 -1.210 -1.876
C -0.469 -0.754 -0.512
C -1.674 -1.171 0.338
C -0.240 0.772 -0.498
C 0.868 1.265 0.445
C 0.671 0.811 1.897
N 2.163 0.899 -0.109
H -1.025 -1.914 -3.979
H 0.424 -1.265 -0.133
H -1.549 -0.856 1.370
H -1.796 -2.252 0.315
H -2.583 -0.719 -0.056
H -1.175 1.269 -0.234
H 0.039 1.097 -1.502
H 0.836 2.363 0.427
H 0.751 -0.271 1.985
H -0.303 1.124 2.266
H 1.434 1.259 2.533
H 2.912 1.248 0.479
H 2.259 -0.110 -0.160

## Properties
- SMILES = C#C[C@H](C)C[C@@H](C)N
- LUMO (eV) = 1.03
- gap between HOMO and LUMO (eV) = 10.361
- charge = 0
- HOMO level (eV) = -9.33

ORCA calculation (wB97M-V/def2-TZVPD) on a 12-piece molecular cluster, C5H35NO12 overall at a distorted geometry.

Element x y z (Å)
C -0.701 1.307 2.391
C -1.433 1.607 1.079
C -2.910 2.040 1.388
C -1.455 0.533 0.003
N -1.375 0.977 -1.374
C -0.214 0.608 -2.168
O 1.005 1.371 -2.108
H 0.344 1.653 2.230
H -0.663 0.196 2.513
H -1.087 1.833 3.255
H -0.984 2.456 0.536
H -3.738 1.941 0.650
H -2.964 3.077 1.663
H -3.263 1.473 2.252
H -0.740 -0.236 0.275
H -2.380 -0.118 0.173
H -1.541 1.969 -1.513
H -0.490 0.844 -3.216
H 0.084 -0.368 -1.820
H 0.873 2.292 -1.780
O 0.733 3.750 -0.782
H 1.577 4.211 -0.822
H 0.834 3.085 -0.081
O 3.180 2.147 -0.451
H 3.936 1.572 -0.696
H 2.412 1.882 -0.980
O 2.539 -1.273 0.060
H 2.140 -1.250 0.960
H 2.990 -2.124 0.165
O -0.494 -3.603 1.184
H -0.298 -4.308 0.565
H -1.264 -3.139 0.789
O -1.913 -2.448 -0.807
H -2.496 -1.877 -1.354
H -1.160 -2.690 -1.355
O 1.606 -2.466 2.225
H 0.700 -2.844 2.323
H 1.669 -1.704 2.815
O 1.621 -2.624 -2.071
H 1.504 -2.507 -1.113
H 2.085 -1.796 -2.238
O 4.168 0.089 -1.734
H 3.676 -0.225 -0.964
H 3.542 0.445 -2.372
O -3.164 -1.574 1.540
H -2.763 -1.289 0.715
H -3.188 -2.522 1.630
O 3.125 0.139 2.453
H 3.792 0.297 1.772
H 2.404 0.701 2.149
O -3.210 -0.872 -2.575
H -3.928 -0.347 -2.203
H -2.723 -0.293 -3.171

## Properties
- SMILES = CC(C)CNCO.O.O.O.O.O.O.O.O.O.O.O
- LUMO (eV) = 0.21
- gap between HOMO and LUMO (eV) = 9.863
- charge = 0
- HOMO level (eV) = -9.65

- What is the charge in the second record?
  0